Entry 1:
11
Properties=species:S:1:pos:R:3 method="wB97M-V/def2-TZVPD" e_above_lowest_ev=5.1281 homo_lumo_gap_ev=8.53 fmax_ev_per_a=10.7 homo_energy_ev=-9.451 total_charge=0 e_tot_ha=-393.5310
O -1.641 1.037 -0.298
N 0.070 -1.315 -0.046
N -1.200 -1.254 0.199
N 3.043 0.102 -0.176
C -1.971 -0.168 -0.139
C 1.940 0.007 -0.028
C 0.644 -0.144 0.135
C -0.250 1.233 0.282
H -2.894 -0.288 -0.141
H 0.587 2.120 -0.202
H -0.126 1.583 1.393

Entry 2:
11
Properties=species:S:1:pos:R:3 method="wB97M-V/def2-TZVPD" e_above_lowest_ev=2.5667 homo_lumo_gap_ev=9.37 fmax_ev_per_a=3.4 homo_energy_ev=-10.436 total_charge=0 e_tot_ha=-393.6251
O -2.955 0.326 -0.223
N 1.390 1.266 -0.146
N 0.168 -1.383 -0.171
N 1.580 -1.185 -0.092
C -2.037 -0.447 0.040
C 2.023 0.055 -0.087
C 0.068 1.086 -0.099
C -0.538 -0.288 -0.191
H 3.171 0.032 0.029
H -2.447 -1.481 0.466
H -0.422 2.019 0.476

Entry 3:
9
Properties=species:S:1:pos:R:3 method="wB97M-V/def2-TZVPD" e_above_lowest_ev=2.9216 homo_lumo_gap_ev=10.04 fmax_ev_per_a=1.4 homo_energy_ev=-9.555 total_charge=0 e_tot_ha=-284.0657
O 1.608 1.345 -0.988
N 1.628 -0.051 1.001
C -1.753 -1.476 -0.121
C -0.937 -0.677 0.267
C -0.007 0.326 0.716
C 1.207 0.608 0.037
H -0.443 1.154 1.281
H 1.153 0.989 -1.761
H -2.456 -2.218 -0.433

Entry 4:
9
Properties=species:S:1:pos:R:3 method="wB97M-V/def2-TZVPD" e_above_lowest_ev=4.8560 homo_lumo_gap_ev="8.92 / 8.92" fmax_ev_per_a=5.9 homo_energy_ev="-9.006 / -9.006" total_charge=0 e_tot_ha=-283.9946
O -2.339 0.276 0.346
N 2.351 0.208 0.009
C 1.258 -0.681 0.198
C 0.240 0.195 0.717
C 1.337 1.001 0.003
C -1.350 0.180 -0.248
H 0.885 -1.345 -0.537
H -1.003 0.127 -1.328
H -0.098 0.361 1.769